The following is a DFT calculation (ωB97M-V/def2-TZVPD) of 15 unconnected molecules or ions with the total composition H30O15 at a distorted geometry.

As for the highest occupied orbital energy: -9.904 eV. The spin multiplicity is 1. As for the total energy: -1146.41952 a.u. As for the charge: 0. As for the LUMO energy: -0.479 eV. Its energy relative to the best compared isomer or geometry (same formula, charge and spin) is 579.1 kJ/mol.

Structure (XYZ):
```
45
Properties=species:S:1:pos:R:3:forces:R:3
H 1.459111 0.258778 0.395620 -0.2803 0.0344 -0.5331
H 1.073122 0.490014 -1.056133 -0.0603 0.0896 -0.0455
H -0.043353 -1.178615 2.525946 -0.0392 -0.5010 -0.9114
H -0.260299 -2.655913 2.809790 0.1409 0.0754 -0.9180
H -1.269104 2.000485 -0.712659 0.2041 -0.0599 -0.5072
H -0.093940 2.639696 0.008757 0.0203 -0.2579 0.1095
H -2.232186 0.091911 -2.421691 0.0571 -0.0255 -0.0817
H -1.205986 -0.539851 -1.495498 0.2120 0.0738 -0.1636
H 2.346160 -3.896037 -4.633528 -0.0131 0.1559 0.0020
H 2.314568 -3.188057 -3.288981 -0.1325 0.1623 -0.2030
H -3.113992 3.378187 2.721341 0.0753 0.0023 -0.1250
H -2.068194 2.410050 2.193082 -0.1748 0.1558 0.1843
H -0.268337 0.988887 2.329460 -0.0489 -0.0254 -0.1844
H -0.500341 0.069834 3.517549 -0.2418 0.3699 0.4049
H -2.804157 1.559036 0.517507 -0.1718 -0.0593 -0.1683
H -4.095024 1.047391 -0.100491 0.1217 -0.0565 -0.0576
H 2.581858 0.641496 1.717309 0.3606 0.0586 0.2327
H 1.728365 1.858706 2.033521 0.1714 0.1391 0.0378
H 1.674437 -1.802701 4.639768 0.1366 -0.0774 0.4265
H 0.318188 -2.487487 4.598520 0.1413 -0.0256 0.3928
H 2.883152 3.214935 -0.970602 -0.0048 -0.1190 0.0787
H 3.816189 2.635764 -2.021336 -0.0463 -0.0898 0.0130
H -2.381570 -1.140274 0.102511 0.0978 -0.1077 0.1863
H -3.842772 -1.394583 0.434561 0.0383 -0.1038 -0.0397
H 0.111644 -3.046263 -2.029410 -0.3038 0.1771 -0.0587
H 0.017067 -4.397979 -2.717856 -0.1301 0.0082 -0.0158
H -0.018885 3.141649 -2.521363 -0.3869 -0.0630 0.0494
H -0.958972 3.622919 -3.614367 -0.1289 0.0340 -0.2612
H 1.940209 -3.027070 -0.830535 0.0199 0.1192 0.0857
H 3.104084 -2.609153 0.053084 -0.0603 0.0237 -0.0697
O 0.708317 0.215633 -0.207238 -0.4356 -0.4363 -0.0195
O 0.136510 -2.055526 2.168643 -1.8389 -1.1870 -3.4295
O -0.651006 2.737684 -0.771669 0.5550 -0.5045 3.3741
O -1.281829 -0.006792 -2.294927 -0.1589 0.0006 0.1710
O 2.229514 -3.026095 -4.235302 1.1279 -0.0286 -0.6088
O -2.167914 3.195279 2.743047 0.1054 -0.1148 0.0854
O -0.816270 0.253334 2.625639 -0.1147 0.8422 0.2795
O -3.686174 1.844896 0.254218 -0.0116 -0.0078 0.1819
O 2.368310 1.524395 1.395009 0.1297 0.0968 0.5881
O 0.941571 -2.002177 4.046381 1.7431 0.4503 3.7713
O 3.274622 2.384689 -1.264596 0.0359 0.1513 -0.1824
O -3.246258 -1.250709 -0.308716 -0.1253 0.1599 0.1159
O 0.263080 -3.479728 -2.876857 -0.5469 -0.3833 0.8955
O -0.941738 3.366105 -2.685529 -0.1472 1.0513 -3.0851
O 2.658221 -2.386741 -0.771978 0.1090 -0.1976 0.0030
```
Forces are in eV/Å.


The following is a DFT calculation (ωB97M-V/def2-TZVPD) of 15 unconnected molecules or ions with the total composition H30O15 at a distorted geometry.

As for the highest occupied orbital energy: -9.638 eV. The spin multiplicity is 1. As for the total energy: -1146.39554 a.u. As for the charge: 0. As for the LUMO energy: -0.902 eV. Its energy relative to the best compared isomer or geometry (same formula, charge and spin) is 642.0 kJ/mol.

Structure (XYZ):
```
45
Properties=species:S:1:pos:R:3:forces:R:3
H -0.357965 -0.128284 0.133329 -0.4200 0.2410 -0.1817
H 1.123840 0.238575 -0.289145 -1.2306 -1.4265 1.3514
H -4.157682 2.570139 -1.134323 0.0172 -0.4799 -0.1373
H -2.904719 1.741523 -1.303217 -1.6072 0.0701 -0.1325
H 0.281268 3.262720 -1.252193 1.1557 0.5064 0.1225
H 1.190911 3.841262 -2.229580 0.4454 1.1363 -3.7988
H 4.227509 0.397350 1.449779 1.4264 1.0143 2.0171
H 4.659996 1.423946 2.659779 -0.2252 -0.6459 -0.7444
H 2.243962 1.210322 -3.489629 1.3047 0.7550 1.2865
H 3.446774 0.464108 -3.149642 0.7087 -0.0443 0.3698
H 2.976091 -1.806099 2.572799 0.2677 -0.8587 0.9388
H 1.668893 -1.321966 1.823735 2.2788 0.0359 0.0809
H -3.474508 -0.009857 -1.185718 -1.1910 -0.3459 2.0410
H -4.497427 -0.760051 -0.394812 -1.0322 -1.0282 -0.0107
H -2.917125 -3.163163 0.780908 1.4764 -1.6093 0.5802
H -1.936154 -4.429898 0.503720 -0.3251 0.3679 -0.0174
H 0.077646 2.098756 1.229116 0.1277 -0.7770 1.7278
H -1.011954 1.272812 1.865777 -0.6452 -0.1314 0.1321
H -2.566511 -1.853399 -0.764553 0.4274 0.0944 0.5005
H -3.062704 -2.581253 -2.002553 0.0070 1.0682 0.3581
H 0.348028 -3.539814 -0.765326 -0.1105 0.0784 -0.1599
H 0.187993 -2.201810 0.014515 1.0808 -1.3889 -0.4008
H 5.459052 -0.130881 -1.015736 0.6161 -0.2409 -0.7278
H 6.701653 -0.801761 -0.713046 2.2140 -1.1963 2.7518
H -0.456624 0.529762 3.350868 -0.7973 0.2331 1.6515
H -0.706741 -0.410867 4.431219 0.6097 -2.6306 1.3642
H -2.196663 3.540284 1.039800 -0.6353 0.3457 0.5874
H -3.698082 4.010393 1.562889 2.1788 -1.1884 -2.0043
H -1.096805 -2.654716 -2.690547 0.2370 0.5731 0.0747
H -0.925502 -1.146064 -2.425880 -0.3318 0.6333 -0.5912
O 0.552574 -0.331676 0.331451 1.4418 1.2449 -1.4300
O -3.889859 1.684606 -1.447503 1.6385 3.2975 -1.3440
O 1.199623 3.616836 -1.355444 -1.7004 -1.6201 3.6929
O 4.989227 0.753357 2.032277 -1.2463 -0.4993 -1.1832
O 3.051321 1.304912 -2.890049 -2.0012 -0.8061 -1.6426
O 2.675183 -1.233384 1.894303 -2.3175 0.9426 -1.1266
O -3.814038 -0.138876 -0.259255 1.2825 0.9165 1.5220
O -2.169156 -3.739872 1.138699 -1.3270 1.2995 -0.4500
O -0.171252 1.667190 2.100201 0.3096 1.7069 -2.2517
O -3.083245 -1.704617 -1.546166 -1.1998 -3.3788 -2.4943
O 0.745188 -3.021751 -0.068735 -0.3683 0.6897 0.7472
O 6.238769 -0.546153 -1.448584 -2.8526 1.4854 -2.0017
O -1.031307 0.402656 4.162046 0.2604 1.9746 -2.2760
O -3.129326 3.623922 0.789574 -1.4922 0.9102 1.4581
O -0.790169 -1.999240 -2.045162 1.5445 -1.3244 -0.2493
```
Forces are in eV/Å.


The following is a DFT calculation (ωB97M-V/def2-TZVPD) of 15 unconnected molecules or ions with the total composition H30O15 at a distorted geometry.

As for the highest occupied orbital energy: -9.844 eV. The spin multiplicity is 1. As for the total energy: -1146.34870 a.u. As for the charge: 0. As for the LUMO energy: -0.317 eV. Its energy relative to the best compared isomer or geometry (same formula, charge and spin) is 765.0 kJ/mol.

Structure (XYZ):
```
45
Properties=species:S:1:pos:R:3:forces:R:3
H -0.379018 -0.544436 -1.058603 0.1617 0.6485 0.0883
H -0.008148 0.359504 0.215771 1.2297 -2.5530 -1.7744
H -4.289024 1.252636 -1.472735 -0.3539 -0.6272 -0.1275
H -5.195324 0.664021 -0.418479 -0.2641 -0.0508 0.2107
H -3.126188 -1.412713 -3.432241 -1.8657 -0.9146 -4.8214
H -1.917628 -1.608763 -2.599189 -0.4770 0.0444 -0.1218
H 3.470186 -3.482407 -0.117833 -1.7409 0.1474 0.0371
H 2.270045 -4.360334 -0.090167 -0.7470 -1.7991 0.1580
H -0.329343 4.691668 -1.520009 0.5285 0.1268 -0.0626
H -1.627025 4.075412 -1.490716 -3.4446 0.4442 0.7624
H -2.780689 1.154978 2.068724 0.6719 0.4935 -1.3556
H -3.857150 0.916579 2.960017 -4.6356 -0.9291 0.3949
H 4.498185 1.044778 -0.916010 -1.3330 4.4863 -1.1500
H 4.245112 -0.316368 -1.256936 0.1276 -0.5364 0.2995
H 1.838948 0.363818 -1.540271 0.6162 -0.7474 2.4749
H 1.793982 0.415335 -2.947481 -1.1192 0.8299 0.1549
H -0.112413 3.416096 1.803065 2.7390 3.1346 -0.5121
H -0.729335 2.286119 1.072371 0.2274 0.0731 -0.3008
H 3.989168 0.040179 1.733366 1.9905 -2.3055 2.3967
H 4.019871 0.921073 0.634650 -0.9614 -0.0863 0.5728
H -0.128883 -3.223816 -0.568620 -0.3538 0.0077 0.2341
H 0.350614 -2.134244 -1.510084 0.1905 -0.2447 0.1353
H 0.295486 -0.307314 2.783708 0.4575 1.0331 -1.4579
H -0.786531 0.250163 1.955129 -2.9510 0.4149 0.3537
H -2.680567 -1.930117 0.624683 -1.7061 -2.2486 0.0854
H -3.974005 -2.904083 0.437788 -1.0910 0.5092 -0.8510
H 2.761059 3.222397 -0.693226 0.1734 0.9090 -1.5911
H 1.526811 2.391603 -0.175421 2.5034 0.9080 0.2817
H 0.237723 -2.919899 2.729390 -1.6244 -2.9249 2.3249
H -0.144361 -1.771909 1.837211 0.2729 -0.2351 -0.3704
O 0.306521 -0.424999 -0.386628 -2.0834 1.5885 2.0823
O -4.909978 0.514308 -1.320726 0.5161 0.7051 -0.0258
O -2.821041 -1.254677 -2.616950 2.4623 0.7772 4.9333
O 2.463538 -3.458567 -0.220559 5.4829 0.8923 0.8884
O -0.773933 3.867289 -1.721017 2.9275 -0.5821 -0.6031
O -2.979014 1.075645 2.979768 3.8439 0.4415 0.9999
O 4.832410 0.237097 -0.731254 2.2045 -3.9307 -0.7225
O 1.245265 0.697814 -2.169624 1.0547 0.5276 -3.9401
O -0.683470 2.732382 1.914646 -3.0875 -2.4947 0.6310
O 3.388430 0.492898 1.231120 -2.0345 2.1419 -1.1568
O 0.650849 -2.916178 -1.033043 -2.4992 0.1847 -1.7818
O 0.130294 0.239863 1.957818 2.2691 -0.8229 2.4568
O -3.120667 -2.830414 0.816964 2.8566 1.7665 0.6784
O 2.452917 2.763104 0.056188 -2.6198 -1.5543 0.9579
O 0.586329 -2.285527 2.195453 1.4854 2.3515 -1.8665
```
Forces are in eV/Å.